Molecular formula: H14O7
Method: DFT, ωB97M-V/def2-TZVPD

Positions of all 21 atoms, in Å:
1 O 0.141 -1.705 3.691
2 H 0.596 -1.518 2.902
3 H 0.214 -0.937 4.258
4 O -1.805 -2.479 0.327
5 H -1.054 -1.916 0.156
6 H -2.438 -2.450 -0.350
7 O 0.117 -0.597 -0.236
8 H 0.668 -0.105 -0.868
9 H 0.699 -0.696 0.521
10 O -1.601 1.495 -0.591
11 H -2.408 1.234 -0.180
12 H -0.926 0.825 -0.507
13 O -0.369 1.256 -3.253
14 H -1.312 1.088 -3.252
15 H -0.225 1.867 -3.954
16 O 1.491 -0.036 2.005
17 H 2.298 0.457 1.864
18 H 0.905 0.720 2.037
19 O 1.971 0.912 -1.531
20 H 1.679 1.577 -0.825
21 H 1.358 1.005 -2.214

Orbital gap, Ha: 0.38617
LUMO, eV: -0.1
ΔE to the lowest compared entry with this formula, charge and spin, kJ/mol: 186.9
HOMO, eV: -10.57

---

Molecular formula: C13H3AuCl7O3
Method: DFT, ωB97M-V/def2-TZVPD

Positions of all 27 atoms, in Å:
1 Au 0.585 0.125 -0.359
2 Cl -1.456 -7.023 -0.435
3 C -1.259 -5.336 -0.231
4 C -2.193 -4.612 0.526
5 C -2.050 -3.260 0.699
6 Cl -3.186 -2.383 1.618
7 C -0.943 -2.519 0.120
8 O -0.894 -1.279 0.333
9 C -0.004 -3.295 -0.650
10 C 1.128 -2.713 -1.276
11 O 1.519 -1.540 -1.301
12 C -0.190 -4.685 -0.802
13 H -3.038 -5.110 0.981
14 H 1.747 -3.437 -1.826
15 H 0.523 -5.248 -1.382
16 Cl 2.010 7.174 0.102
17 C 1.345 5.621 0.230
18 C 1.976 4.526 -0.400
19 Cl 3.407 4.769 -1.290
20 C 1.425 3.264 -0.288
21 Cl 2.205 1.928 -1.064
22 C 0.236 3.001 0.439
23 O -0.288 1.852 0.556
24 C -0.378 4.141 1.067
25 Cl -1.803 3.888 1.951
26 C 0.168 5.415 0.961
27 Cl -0.592 6.738 1.721

Total charge: +1
Spin multiplicity: 3
Orbital gap (spin up / spin down), Ha: 0.27219 / 0.14140
LUMO (spin up / spin down), eV: -3.6 / -7.1
ΔE to the lowest compared entry with this formula, charge and spin, kJ/mol: 22.7
Expectation value of S²: 2.039
HOMO (spin up / spin down), eV: -10.99 / -10.93

---

Molecular formula: C8H5Cl2N2S
Method: DFT, ωB97M-V/def2-TZVPD

Positions of all 18 atoms, in Å:
1 C 2.350 0.234 0.513
2 C 1.579 -0.594 1.334
3 C 2.045 0.495 -0.769
4 C 0.315 -0.981 0.971
5 C 0.773 0.088 -1.143
6 C -0.096 -0.643 -0.288
7 C -2.414 1.243 0.007
8 C -1.509 2.091 0.104
9 N -2.236 -1.753 -0.539
10 N -1.299 -1.078 -0.803
11 S -3.447 -2.562 -0.697
12 Cl -3.918 0.692 0.089
13 Cl -0.073 2.799 -0.084
14 H 3.393 0.591 0.709
15 H 1.889 -0.731 2.307
16 H 2.569 1.252 -1.466
17 H -0.251 -1.430 1.816
18 H 0.330 0.287 -2.062

Total charge: +1
Orbital gap, Ha: 0.24441
LUMO, eV: -6.1
HOMO, eV: -12.79

---

Molecular formula: C26H34Cl4CuNO5P
Method: DFT, ωB97M-V/def2-TZVPD

Positions of all 72 atoms, in Å:
1 Cu -1.044 -0.192 3.177
2 Cl 5.546 -0.239 4.696
3 C 3.810 -0.112 4.805
4 C 3.207 0.243 5.997
5 Cl 4.171 0.531 7.421
6 C 1.804 0.365 6.053
7 Cl 1.008 0.820 7.536
8 C 0.993 0.129 4.944
9 O -0.304 0.219 4.958
10 C 1.622 -0.240 3.702
11 O 0.844 -0.426 2.663
12 C 3.008 -0.354 3.669
13 Cl 3.746 -0.789 2.148
14 C 2.108 1.125 -4.634
15 C 1.490 2.358 -3.943
16 C 1.225 2.096 -2.450
17 C 0.825 0.631 -2.218
18 C 2.047 -0.264 -2.532
19 C 2.949 0.337 -3.630
20 P 0.285 0.404 -0.450
21 C -0.094 -1.409 -0.311
22 C -0.862 -2.083 -1.464
23 C -0.670 -3.611 -1.451
24 C -0.587 -4.119 -0.011
25 C 0.695 -3.594 0.668
26 C 1.136 -2.239 0.087
27 C -1.458 1.080 -0.451
28 C -1.460 2.515 0.116
29 C -2.861 3.116 0.011
30 C -3.259 3.319 -1.468
31 C -2.525 2.335 -2.397
32 C -2.336 0.976 -1.724
33 H 2.708 1.432 -5.494
34 H 1.315 0.474 -5.016
35 H 0.552 2.628 -4.440
36 H 2.163 3.214 -4.050
37 H 0.460 2.780 -2.084
38 H 2.123 2.302 -1.858
39 H 0.013 0.391 -2.913
40 H 1.702 -1.251 -2.847
41 H 2.637 -0.409 -1.622
42 H 3.516 -0.455 -4.125
43 H 3.682 1.015 -3.181
44 H -0.736 -1.405 0.576
45 H -0.547 -1.688 -2.436
46 H -1.928 -1.861 -1.362
47 H 0.255 -3.878 -1.977
48 H -1.490 -4.093 -1.993
49 H -0.615 -5.210 0.019
50 H -1.463 -3.759 0.538
51 H 1.505 -4.320 0.546
52 H 0.527 -3.483 1.741
53 H 1.779 -2.401 -0.783
54 H 1.714 -1.692 0.831
55 H -1.927 0.466 0.326
56 H -0.747 3.154 -0.420
57 H -1.139 2.478 1.156
58 H -2.923 4.059 0.556
59 H -3.564 2.435 0.502
60 H -3.039 4.344 -1.781
61 H -4.340 3.184 -1.576
62 H -1.545 2.743 -2.667
63 H -3.078 2.215 -3.333
64 H -1.931 0.261 -2.440
65 H -3.326 0.593 -1.444
66 O -1.030 -3.182 3.914
67 C -1.661 -2.935 2.892
68 O -1.851 -1.793 2.319
69 H -2.147 -3.767 2.351
70 O -4.657 1.943 2.466
71 C -3.556 1.483 2.691
72 N -2.470 1.056 2.905

Total charge: -2
Spin multiplicity: 2
Orbital gap (spin up / spin down), Ha: 0.21567 / 0.21613
LUMO (spin up / spin down), eV: 4.2 / 4.2
ΔE to the lowest compared entry with this formula, charge and spin, kJ/mol: 0.0
Expectation value of S²: 0.753
HOMO (spin up / spin down), eV: -1.63 / -1.64

---

Molecular formula: C3H12N2O2
Method: DFT, ωB97M-V/def2-TZVPD

Positions of all 19 atoms, in Å:
1 C -2.495 0.328 0.097
2 C -1.225 -0.540 -0.131
3 N -1.194 -1.411 -1.289
4 C -0.455 -0.814 0.917
5 N 0.396 -1.925 0.976
6 H -2.614 0.828 -0.872
7 H -3.350 -0.362 0.238
8 H -2.374 0.922 1.037
9 H -1.183 -1.021 -2.208
10 H -0.770 -2.328 -1.176
11 H -0.500 -0.153 1.783
12 H 0.528 -2.404 1.853
13 H 0.457 -2.596 0.194
14 O 2.173 3.186 1.163
15 H 2.744 3.448 1.887
16 H 2.335 2.276 0.908
17 O 2.300 0.917 -2.055
18 H 2.017 0.432 -1.278
19 H 3.211 1.218 -2.044

Orbital gap, Ha: 0.29429
LUMO, eV: 0.7
ΔE to the lowest compared entry with this formula, charge and spin, kJ/mol: 190.6
HOMO, eV: -7.36